# 1
C37H53N10O8PSTi | ωB97M-V with the def2-TZVPD basis set

Last column: Löwdin charge in e.
Geometry (Å):
N  2.39  3.48  -0.55  0.164
N  -2.66  2.49  -0.28  0.054
N  3.86  2.58  4.34  0.162
H  4.38  3.41  4.63  0.180
H  -0.57  2.89  2.31  0.069
O  -4.39  1.92  -2.44  0.135
N  -0.22  -2.38  -0.45  -0.048
H  1.73  2.47  4.25  0.112
C  0.48  -4.75  -0.94  -0.069
C  2.69  -2.93  4.68  0.018
H  -2.00  -4.07  -1.80  0.127
C  -1.68  2.29  0.64  -0.294
H  2.79  4.23  -1.12  0.178
H  -4.85  -5.08  -0.67  0.122
C  -3.34  -4.67  0.81  -0.075
H  -2.70  5.13  -4.64  0.085
C  -3.31  3.77  -0.56  -0.077
C  -0.74  -1.78  3.59  -0.331
H  -2.05  3.82  2.08  0.106
H  -3.01  -5.70  0.87  0.117
H  -3.51  -2.68  4.18  0.146
C  -2.68  -1.38  2.59  -0.212
H  -4.32  3.54  -0.90  0.129
H  0.30  4.90  -3.89  0.116
H  1.37  3.48  -0.79  0.085
C  4.64  -1.28  -0.42  -0.020
N  1.36  -1.58  2.64  0.039
H  4.20  -1.68  -3.02  0.116
C  2.76  -0.42  -2.03  -0.190
H  -3.40  4.32  0.37  0.134
C  -0.74  -2.30  -1.83  -0.154
O  -0.05  4.20  -1.30  -0.369
H  3.11  -1.57  -5.20  0.123
C  -2.76  -3.71  1.63  -0.056
P  2.61  2.22  1.95  0.466
C  3.23  -1.44  1.27  -0.349
O  3.92  1.53  1.91  -0.295
H  1.16  0.89  -1.39  0.089
O  1.32  1.52  1.60  -0.397
C  -2.10  0.36  -0.25  -0.060
C  0.70  -2.02  3.73  -0.149
H  1.71  -2.97  -1.00  0.118
N  2.48  -0.85  0.40  0.070
H  -0.33  -5.18  -0.34  0.136
H  2.81  2.61  -0.89  0.135
C  1.60  0.34  -2.22  -0.073
C  2.67  -1.88  2.55  -0.166
S  -1.10  4.02  -2.32  0.719
H  3.74  1.99  5.17  0.175
O  -1.30  2.68  -2.81  -0.286
H  0.69  -4.32  -2.97  0.189
H  1.32  -5.43  -0.96  0.149
O  -1.57  -2.10  4.56  0.076
H  2.41  4.00  3.70  0.114
H  0.09  1.00  -3.59  0.089
Ti  0.42  -0.40  1.19  0.941
C  -4.29  -2.07  0.77  -0.027
C  -1.65  4.94  -4.87  -0.078
C  -2.61  4.66  -1.61  -0.161
H  -3.28  4.87  -2.44  0.115
C  -4.85  -3.02  -0.07  -0.038
H  0.05  -1.88  -2.46  0.112
C  -1.21  3.35  1.57  0.025
H  4.41  2.05  3.64  0.127
C  3.41  -0.41  -0.67  -0.231
H  -2.07  -0.70  -0.38  0.081
C  -2.91  -1.78  4.07  0.002
O  -3.80  -0.16  -2.33  0.108
H  5.59  -0.76  -0.54  0.153
H  -0.96  -2.72  0.16  0.081
H  3.69  0.62  -0.41  0.125
C  1.52  -0.30  -4.54  -0.054
H  1.93  4.48  1.22  0.110
C  -4.38  -4.33  -0.05  -0.062
N  -3.78  1.00  -1.96  -0.314
H  -0.78  6.13  -3.24  0.121
H  1.23  -3.49  0.61  0.122
H  3.65  4.19  0.98  0.120
C  3.38  -2.53  3.54  0.059
N  -0.06  -4.62  -2.34  0.079
C  -0.75  5.13  -3.66  -0.282
C  2.67  -1.05  -4.36  -0.044
C  -3.24  -2.40  1.61  -0.211
C  -1.19  -3.64  -2.39  -0.063
H  3.20  -3.45  5.48  0.136
C  0.98  0.41  -3.46  -0.072
N  -1.20  -1.31  2.49  0.074
H  -1.59  -1.63  -1.91  0.104
H  -1.35  5.65  -5.64  0.101
H  0.74  -3.01  5.62  0.144
H  -0.65  4.12  1.04  0.076
C  0.87  -3.37  -0.42  -0.177
H  -4.70  -1.06  0.78  0.121
C  2.54  2.91  3.68  -0.142
H  4.43  -2.74  3.41  0.142
N  -1.31  1.01  0.66  0.047
C  -2.91  1.26  -0.85  -0.136
H  1.05  -0.24  -5.51  0.121
H  -1.51  -3.56  -3.43  0.152
H  -1.99  -4.00  2.33  0.125
C  3.29  -1.11  -3.12  -0.020
H  -3.30  -0.98  4.69  0.143
H  -3.09  -0.40  2.38  0.141
H  -5.68  -2.76  -0.72  0.124
C  1.32  -2.68  4.77  0.062
O  4.50  -1.64  0.98  0.076
C  2.66  3.75  0.90  -0.161
H  -1.56  3.93  -5.27  0.087
H  4.65  -2.21  -0.99  0.133
H  -2.32  5.62  -1.17  0.121
H  -0.36  -5.54  -2.68  0.196

The molecular weight is 876.801 g/mol. Its expectation value of S² is 2.01. For the orbital gap (spin up / spin down), the calculation gives 6.58 / 8.17 eV. Its multiplicity is 3. For the largest force on an atom, the calculation gives 0.89 eV/A. As for the net charge: +4. The value obtained for the highest occupied orbital energy (spin up / spin down) is -16.008 / -17.925 eV.

***

# 2
C5H14N2 | ωB97M-V with the def2-TZVPD basis set

Last column: Löwdin charge in e.
Geometry (Å):
H  2.36  0.64  -1.10  0.096
H  -1.34  -1.16  -0.46  0.110
C  -2.57  0.14  1.37  -0.121
H  -0.02  0.37  -1.70  0.137
H  1.54  -2.11  -0.88  0.084
H  -0.74  0.69  1.61  0.080
H  1.73  -1.25  -2.41  0.069
H  1.41  1.26  1.55  0.062
H  -0.09  -1.33  0.77  0.133
C  0.50  -0.26  -0.96  -0.430
C  1.61  1.58  0.52  -0.152
H  2.54  2.13  0.43  0.074
H  0.86  2.39  0.39  0.078
H  -3.19  1.03  1.30  0.069
N  -1.26  0.48  0.76  -0.121
H  -2.62  -0.34  2.35  0.073
H  0.21  -2.09  -2.11  0.076
H  -2.98  -0.56  0.61  0.073
N  1.61  0.52  -0.45  -0.092
C  -0.57  -0.60  0.07  -0.235
C  1.01  -1.52  -1.64  -0.063

The molecular weight is 102.181 g/mol. For the orbital gap, the calculation gives 9.21 eV. The SMILES is CNC[C@H](C)NC. For the largest force on an atom, the calculation gives 2.82 eV/A. The value obtained for the highest occupied orbital energy is -8.103 eV.

***

# 3
C36H55AsCeF3N2O2S2Si3 | ωB97M-V with the def2-TZVPD basis set

Last column: Löwdin charge in e.
Geometry (Å):
H  1.63  2.91  -1.42  0.048
C  2.44  0.02  2.08  -0.299
H  5.47  2.31  -0.53  0.092
C  -1.19  -2.07  2.19  -0.186
H  0.55  2.77  -3.52  -0.005
H  -0.29  -1.98  -4.99  0.026
H  1.40  0.02  -4.52  0.028
H  1.95  -1.41  -3.70  0.047
S  2.72  -2.18  3.37  1.166
C  4.55  3.25  1.28  -0.510
H  5.26  -0.77  3.91  0.131
O  1.45  -0.76  -0.85  -0.433
H  4.00  4.09  3.24  0.103
F  -5.82  0.09  2.52  0.210
C  2.84  1.21  1.47  0.037
C  -3.13  2.62  -2.40  -0.174
C  -2.03  2.06  4.25  -0.034
H  2.95  1.70  -1.09  0.033
H  3.01  0.08  -3.57  0.054
H  -0.05  -5.14  -2.16  0.049
H  -1.65  -6.13  0.85  0.026
N  1.20  -0.66  1.94  0.027
C  -3.04  0.78  2.02  -0.579
H  -4.18  -5.02  -0.41  0.035
H  -1.26  -4.52  -3.34  0.012
H  0.89  -4.09  3.92  0.090
H  2.52  2.19  -2.78  0.043
H  -3.40  -4.36  3.41  0.120
C  3.31  -0.63  2.89  -0.488
H  -4.15  -3.71  -1.55  0.028
C  -1.14  3.13  -0.18  -0.151
H  -0.08  4.22  -2.86  0.005
H  6.04  3.88  -0.16  0.084
As  -1.73  -4.34  -0.86  1.112
H  3.08  3.56  -0.35  0.049
C  -0.34  3.29  -3.23  -0.170
Si  -1.49  -0.29  -3.41  0.430
C  1.96  -0.30  -3.65  -0.143
C  -3.89  1.35  2.95  -0.101
H  -1.06  3.44  -4.11  0.068
H  -3.26  -2.68  1.88  0.056
H  -1.60  -2.72  -4.06  0.056
H  3.35  -1.11  0.02  0.088
C  2.72  -1.48  -0.81  -0.045
H  -0.54  2.71  0.62  0.005
H  0.00  -2.43  -3.33  0.038
H  2.60  4.06  1.32  0.084
C  -2.35  -2.79  2.41  -0.127
H  3.77  5.03  0.40  0.097
C  1.21  -1.77  2.63  -0.509
F  -5.79  1.96  1.64  0.076
H  -0.06  -6.06  0.06  0.086
Si  1.13  0.45  -2.12  0.361
C  -1.09  -5.07  -2.45  -0.183
H  -4.07  2.41  4.79  0.130
H  3.27  -1.24  -1.74  0.078
Si  -1.33  2.33  -1.93  0.457
C  3.42  4.01  0.61  -0.069
H  5.69  3.64  3.12  0.059
H  -0.86  4.21  -0.33  0.055
H  -3.39  2.51  -3.44  0.024
C  -0.02  -2.54  2.77  -0.265
C  -3.38  1.99  4.08  0.021
C  -1.25  -4.28  3.92  -0.070
H  -3.79  0.15  -2.62  -0.021
H  5.89  1.44  2.86  0.101
C  -1.25  1.44  3.32  -0.137
Ce  -0.76  -0.70  0.21  0.872
C  -5.36  1.25  2.77  -0.613
H  -1.61  2.54  5.16  0.131
H  -0.62  -4.79  1.32  -0.011
C  -0.90  -5.45  0.55  -0.128
H  -3.82  -0.80  -4.08  0.064
H  -2.13  3.12  0.25  0.018
C  4.89  4.10  2.57  -0.030
C  2.14  1.99  -1.79  -0.158
C  -2.43  -3.86  3.30  -0.070
C  -1.38  0.82  -4.90  -0.168
F  -6.08  1.74  3.82  0.127
H  5.19  5.11  2.26  0.087
H  -3.28  3.73  -2.20  0.070
C  -0.74  -1.91  -4.02  -0.186
H  -3.81  -3.32  0.13  0.059
C  4.60  -0.19  3.22  -0.047
H  -0.19  1.32  3.48  0.118
C  5.69  2.98  0.32  -0.050
H  -2.24  1.51  -5.09  0.062
H  -1.40  -6.06  -2.57  0.031
C  4.92  1.05  2.67  -0.031
C  4.08  1.78  1.81  -0.110
H  -3.41  -1.54  -2.47  -0.012
H  6.56  2.59  0.85  0.081
H  -1.36  -5.05  4.77  0.135
H  2.51  -2.57  -0.79  0.108
S  -3.35  0.06  0.44  0.724
H  -3.83  2.16  -1.75  -0.008
O  -1.16  -2.75  -0.83  -0.586
C  -3.34  -0.68  -3.08  -0.143
H  -1.32  0.14  -5.66  -0.007
C  -0.65  0.55  -1.92  -0.536
H  2.18  1.73  0.76  0.101
C  -0.04  -3.61  3.66  -0.052
N  -1.70  0.88  2.24  -0.036
H  -0.49  1.44  -4.99  0.023
C  -3.66  -4.12  -0.69  -0.159

The molecular weight is 968.272 g/mol. For the orbital gap (spin up / spin down), the calculation gives 7.77 / 6.64 eV. For the largest force on an atom, the calculation gives 3.87 eV/A. As for the net charge: +1. The value obtained for the highest occupied orbital energy (spin up / spin down) is -10.489 / -10.535 eV.

***

# 4
C4H7NO | ωB97M-V with the def2-TZVPD basis set

Last column: Löwdin charge in e.
Geometry (Å):
C  0.66  -0.33  -1.17  -0.041
H  -0.11  1.53  -0.23  0.174
H  0.68  0.06  -2.18  0.121
H  1.95  -0.46  0.62  0.125
C  -1.91  -0.34  0.69  -0.434
O  -2.78  -0.76  1.46  -0.087
C  1.62  0.20  -0.18  -0.053
N  0.20  0.57  -0.07  -0.110
H  0.30  -1.34  -1.04  0.128
H  2.31  0.97  -0.49  0.121
H  -2.14  -0.26  -0.42  0.110
H  -0.15  0.10  1.99  0.090
C  -0.62  0.06  1.02  -0.145

The molecular weight is 85.106 g/mol. For the orbital gap, the calculation gives 7.49 eV. The SMILES is [O-]/C=C/[NH+]1CC1. For the largest force on an atom, the calculation gives 1.22 eV/A. The value obtained for the highest occupied orbital energy is -7.130 eV.